Record 1
Here is 11 unconnected molecules or ions with the total composition H22O11 from the OMol25 dataset. Energies are from ωB97M-V with the def2-TZVPD basis set.

Structure (XYZ):
```
33
Properties=species:S:1:pos:R:3:lowdin_charge:R:1
O 0.56 0.31 0.45 -0.08
H -0.35 0.63 0.74 0.06
H 1.18 1.02 0.60 0.02
O -0.93 -1.47 0.58 -0.08
H -1.57 -1.98 0.06 0.04
H -1.34 -0.68 0.89 0.01
O 4.43 -2.46 -1.21 -0.09
H 3.89 -2.74 -2.02 0.07
H 3.73 -2.27 -0.58 0.02
O -3.24 2.97 -1.36 -0.05
H -3.92 2.80 -0.69 0.06
H -2.80 3.74 -1.18 -0.06
O -1.76 3.68 0.29 -0.04
H -1.90 4.63 0.39 0.06
H -1.26 3.52 -0.48 0.02
O -2.92 -0.91 3.91 -0.03
H -2.20 -0.51 4.29 -0.02
H -3.11 -1.61 4.57 0.05
O -0.54 -2.28 -3.19 -0.01
H -0.75 -3.22 -3.15 0.04
H -1.04 -1.88 -2.54 -0.04
O 3.64 2.40 -1.58 -0.03
H 2.98 2.75 -2.13 0.00
H 3.74 2.98 -0.82 0.03
O 5.79 1.55 2.01 -0.03
H 4.95 1.96 1.70 0.05
H 6.48 1.96 1.60 -0.03
O 0.25 -3.57 0.89 -0.06
H 0.04 -4.43 0.50 0.04
H 0.11 -3.72 1.83 0.04
O -4.27 -0.73 -1.32 -0.07
H -4.61 -1.60 -1.59 0.04
H -3.29 -0.84 -1.45 0.03
```

The SMILES is O.O.O.O.O.O.O.O.O.O.O. The value obtained for the molar mass is 198.2 g/mol. For the total energy, the calculation gives -22876.437 eV. As for the LUMO energy: 0.01 eV. The orbital gap comes out at 10.6 eV. The value obtained for the energy relative to the best compared isomer or geometry (same formula, charge and spin) is 489.8 kJ/mol.



Record 2
Here is a single C25H27NO6 molecule from the OMol25 dataset. Energies are from ωB97M-V with the def2-TZVPD basis set.

Structure (XYZ):
```
59
Properties=species:S:1:pos:R:3:lowdin_charge:R:1
C 1.11 1.65 0.91 -0.03
C 0.45 1.10 2.14 -0.17
C 0.64 1.74 3.32 0.05
C 0.07 1.28 4.56 -0.45
O 0.20 1.80 5.64 0.11
O -0.68 0.13 4.49 0.13
C -0.90 -0.52 3.33 -0.12
C -1.70 -1.66 3.45 -0.07
C -1.96 -2.40 2.30 -0.20
C -1.46 -1.98 1.07 0.08
C -0.69 -0.85 0.95 -0.17
O -0.20 -0.43 -0.26 -0.07
C -0.60 -1.12 -1.42 -0.08
C -0.04 -0.48 -2.70 -0.44
O -0.45 -0.85 -3.78 0.08
N 0.92 0.44 -2.47 0.15
C 1.65 1.21 -3.39 -0.21
C 1.49 1.09 -4.77 0.01
C 2.26 1.87 -5.62 -0.02
C 3.18 2.78 -5.12 -0.24
C 3.98 3.65 -6.05 -0.14
C 3.16 4.87 -6.49 -0.27
O 2.14 4.43 -7.36 -0.06
C 3.32 2.90 -3.74 -0.04
C 2.57 2.12 -2.88 -0.02
C -0.36 -0.09 2.10 -0.02
O -2.70 -3.52 2.28 0.03
C -3.06 -4.12 3.54 -0.54
C -1.88 -4.96 4.03 0.00
C -4.26 -5.01 3.24 -0.01
C -3.43 -3.03 4.55 -0.11
C -2.28 -2.06 4.77 -0.11
H 1.79 0.91 0.50 0.09
H 0.36 1.90 0.16 0.09
H 1.67 2.55 1.16 0.09
H 1.24 2.63 3.39 0.12
H -1.72 -2.59 0.22 0.12
H -0.24 -2.16 -1.40 0.15
H -1.69 -1.13 -1.52 0.15
H 1.13 0.63 -1.50 0.10
H 0.78 0.39 -5.17 0.10
H 2.13 1.78 -6.68 0.12
H 4.25 3.09 -6.94 0.12
H 4.88 4.00 -5.56 0.12
H 2.73 5.36 -5.61 0.12
H 3.82 5.58 -7.01 0.11
H 1.56 5.17 -7.58 0.09
H 4.03 3.61 -3.33 0.11
H 2.69 2.22 -1.81 0.10
H -0.97 -4.36 4.09 0.09
H -2.09 -5.38 5.01 0.09
H -1.70 -5.78 3.34 0.09
H -4.00 -5.72 2.46 0.09
H -4.55 -5.56 4.14 0.09
H -5.10 -4.41 2.90 0.09
H -4.29 -2.48 4.15 0.13
H -3.74 -3.49 5.49 0.13
H -1.50 -2.52 5.40 0.13
H -2.62 -1.17 5.30 0.13
```

The SMILES is Cc1cc(=O)oc2c3c(cc(OCC(=O)Nc4ccc(CCO)cc4)c12)OC(C)(C)CC3. The value obtained for the molar mass is 437.5 g/mol. For the total energy, the calculation gives -40139.476 eV. As for the LUMO energy: 0.28 eV. The orbital gap comes out at 8.6 eV. The value obtained for the energy relative to the best compared isomer or geometry (same formula, charge and spin) is 32.6 kJ/mol.



Record 3
Here is a single C6H12S2 molecule from the OMol25 dataset. Energies are from ωB97M-V with the def2-TZVPD basis set.

Structure (XYZ):
```
20
Properties=species:S:1:pos:R:3:lowdin_charge:R:1
C 0.41 1.93 1.79 -0.41
S -0.57 2.23 0.33 0.87
C -0.13 0.83 -0.62 -0.65
C 1.11 1.02 -1.49 -0.12
C -0.84 -0.26 -0.54 -0.62
C -2.03 -0.53 0.26 -0.16
S -0.42 -1.73 -1.54 0.84
C 0.67 -2.57 -0.40 -0.41
H 0.08 1.03 2.32 0.04
H 1.50 1.89 1.55 0.05
H 0.22 2.74 2.51 0.03
H 1.99 1.22 -0.89 0.07
H 1.00 1.98 -2.09 0.09
H 1.34 0.19 -2.13 0.04
H -2.86 -0.95 -0.35 0.08
H -2.32 0.42 0.72 0.04
H -1.89 -1.28 1.13 0.11
H 1.07 -3.46 -0.90 0.04
H 1.52 -1.92 -0.14 0.04
H 0.15 -2.77 0.51 0.02
```

The SMILES is CS/C(C)=C(\C)SC. The value obtained for the molar mass is 148.3 g/mol. For the total energy, the calculation gives -28086.270 eV. As for the LUMO energy: 0.82 eV. The orbital gap comes out at 9.2 eV. The value obtained for the energy relative to the best compared isomer or geometry (same formula, charge and spin) is 99.5 kJ/mol.